# 1
Below is C33H41LaN12O3 as an isolated structure, with properties calculated with ωB97M-V/def2-TZVPD.

```
90
Properties=species:S:1:pos:R:3:forces:R:3
La 0.787 0.517 0.594 -1.099 -0.425 -0.589
O -2.672 -1.350 0.855 -0.270 -0.010 -0.083
O -1.730 0.757 -0.160 0.142 -0.191 0.105
O -0.483 -1.942 -0.267 0.011 0.853 -0.783
N -3.745 1.859 -0.251 0.301 0.151 0.090
N 3.117 1.282 -0.417 0.004 -0.231 -0.320
N 1.655 -2.649 -2.976 -0.243 -0.328 -0.110
N -0.625 -1.070 3.061 -0.194 0.203 -0.045
N 1.286 1.527 2.704 0.371 0.406 0.302
N 0.849 2.973 0.327 0.202 0.847 0.502
N -0.759 -4.333 -0.031 0.451 0.490 -0.231
N 3.223 -0.899 -3.181 0.298 0.352 -0.068
N 1.312 -1.616 1.924 0.094 -0.168 0.755
N 1.566 -0.762 -1.503 0.120 -0.335 -0.139
N -0.025 -2.502 -1.530 -0.973 -0.863 -0.492
N 3.339 -2.753 -4.521 0.067 0.004 -0.127
C -2.648 -2.721 0.440 0.473 -0.164 -0.206
C 2.711 -2.098 -3.552 -0.276 0.180 0.388
C -1.790 -5.270 -0.500 -0.516 -0.294 -0.197
C -0.788 2.405 -2.533 -0.095 -0.098 -0.379
C -2.974 0.804 -0.045 -0.067 -0.432 0.183
C -1.173 -3.068 0.617 -0.973 -0.487 1.124
C -1.800 1.914 -3.256 0.099 -0.077 -0.084
C 3.310 0.925 -1.695 0.349 0.388 -0.072
C 4.820 2.736 -2.076 -0.125 -0.044 0.206
C 1.781 2.372 4.751 0.006 -0.455 0.004
C 0.967 3.599 1.461 0.085 0.073 -0.385
C 4.151 1.625 -2.555 -0.180 -0.090 0.147
C -5.189 1.762 -0.113 -0.532 -0.314 0.151
C 1.625 1.227 3.967 0.130 0.155 0.392
C -3.683 3.319 -2.241 -0.066 -0.282 0.041
C 3.030 -2.936 2.946 0.055 0.053 -0.220
C 2.648 -0.313 -2.164 0.152 -0.621 -0.509
C -3.680 -0.503 0.356 0.102 0.068 0.101
C 2.251 -3.090 4.091 -0.240 0.202 -0.194
C -3.291 3.167 -0.760 0.213 0.294 -0.472
C 0.559 -1.765 3.029 0.305 -0.201 -0.049
C 3.807 2.326 0.046 0.166 0.204 0.227
C 1.515 3.448 3.927 -0.150 0.004 -0.697
C -1.850 3.474 -0.528 0.406 0.138 -0.310
C 1.219 2.916 2.660 0.170 0.133 0.762
C -3.266 2.142 -3.112 0.022 0.266 0.125
C 2.515 -2.211 1.893 0.120 -0.243 0.194
C -0.814 3.238 -1.345 -0.472 0.572 0.392
C 1.083 -1.956 -1.995 0.760 0.892 0.217
C 0.236 -5.023 0.807 0.433 -0.295 0.324
C 0.531 3.744 -0.856 -0.123 0.059 0.017
C 4.660 3.084 -0.741 -0.051 -0.182 -0.071
C 0.999 -2.517 4.128 0.083 0.083 -0.169
H 4.147 -2.336 -4.947 0.015 -0.046 -0.025
H -1.548 1.265 -4.085 0.152 -0.042 -0.061
H 2.615 -3.654 4.933 0.055 -0.081 0.113
H -5.474 1.472 0.898 0.003 0.027 0.014
H 1.064 -4.350 1.023 -0.160 0.022 -0.027
H 5.465 3.307 -2.725 0.071 0.057 -0.035
H -1.656 4.015 0.390 0.086 0.111 0.064
H -2.412 -4.812 -1.265 0.025 0.109 0.026
H 0.467 4.816 -0.624 0.108 -0.163 -0.086
H 1.310 3.599 -1.614 -0.111 0.044 0.042
H -0.227 -5.329 1.744 -0.024 0.074 -0.048
H 1.753 0.207 4.285 0.028 -0.136 0.012
H -3.224 4.234 -2.617 -0.089 0.041 0.055
H 0.906 4.688 1.500 -0.032 0.001 -0.014
H -2.412 -5.603 0.329 0.043 0.028 0.042
H -3.720 1.216 -2.741 -0.093 -0.077 -0.095
H -5.611 1.044 -0.816 -0.050 -0.001 -0.045
H 0.362 -2.628 4.990 -0.105 0.001 0.120
H -1.237 -1.308 -0.438 0.279 -0.137 0.010
H 0.217 2.143 -2.852 -0.003 -0.038 -0.141
H 0.614 -5.901 0.288 -0.016 -0.029 -0.098
H -1.213 -1.128 2.232 0.009 -0.381 0.219
H 3.671 2.550 1.098 -0.052 0.096 -0.014
H 1.542 4.489 4.175 -0.007 0.274 0.089
H -5.641 2.728 -0.310 0.091 0.013 -0.033
H -4.765 3.431 -2.319 -0.002 0.092 -0.038
H -3.685 2.299 -4.110 0.006 -0.096 0.037
H -3.030 -2.788 -0.593 -0.125 0.133 0.011
H -3.855 3.916 -0.191 0.045 -0.200 -0.031
H -4.173 -0.930 -0.529 0.045 0.056 0.103
H 3.010 -3.656 -4.816 -0.014 0.059 0.003
H 3.076 -2.102 0.971 0.073 0.092 -0.009
H 2.062 2.398 5.784 0.037 -0.008 0.240
H 4.017 -3.363 2.886 0.091 -0.064 -0.074
H -3.270 -3.333 1.100 0.103 -0.076 -0.136
H -0.264 -3.925 -0.913 -0.125 -0.165 0.183
H 5.194 3.921 -0.320 -0.002 0.039 0.101
H -4.440 -0.331 1.124 0.052 -0.030 -0.103
H -1.308 -6.139 -0.945 0.049 0.063 0.073
H 4.267 1.284 -3.571 -0.002 -0.040 -0.048
H -1.158 -1.200 3.911 -0.001 0.140 -0.146
```
Forces are in eV/Å.

Output
ΔE to the lowest compared entry with this formula, charge and spin: 832.4 kJ/mol
frontier orbital gap: 7.18 eV
net charge: +2
2S+1: 1
energy: -2196.0196 Eh

---

# 2
Below is H12O14PbS2 as an isolated structure, with properties calculated with ωB97M-V/def2-TZVPD.

```
29
Properties=species:S:1:pos:R:3:forces:R:3
Pb 0.055 -0.102 -0.129 1.936 0.038 1.303
S 2.330 2.444 1.101 0.624 0.643 -0.143
S 0.891 -2.808 1.963 -0.082 -0.331 0.569
O 2.152 -3.301 2.525 -0.291 0.042 -0.281
O -2.223 0.306 -1.549 -0.835 0.001 -0.484
O 0.831 -0.886 -2.723 0.089 0.075 -0.394
O 1.958 1.073 0.539 -0.290 -0.294 0.213
O 3.333 2.301 2.162 -0.274 -0.216 -0.162
O 0.107 -2.051 2.967 0.268 -0.290 -0.206
O 1.185 -1.903 0.777 0.090 0.493 -0.233
O -1.753 -0.776 1.602 -0.903 0.728 -0.037
O 0.085 -3.933 1.388 -0.322 0.025 -0.254
O -1.249 2.370 0.680 -1.094 -0.256 -0.229
O 0.511 2.028 -1.740 -0.750 0.330 -0.849
O 2.893 3.234 -0.031 -0.539 -0.077 0.187
O -0.977 -2.469 -0.876 -0.504 -0.550 -0.684
O 1.083 3.066 1.628 0.146 0.011 -0.039
H -1.829 3.120 0.528 0.035 0.044 0.041
H 0.331 2.889 -1.341 0.485 -0.110 0.471
H 1.616 -0.715 -3.252 0.114 0.040 0.154
H -1.657 -2.830 -1.454 0.003 -0.201 0.126
H -2.451 -0.510 -2.006 0.033 -0.055 0.070
H 0.188 -1.263 -3.328 -0.024 -0.141 0.097
H -2.601 -1.223 1.637 0.091 -0.205 -0.071
H -1.590 -0.455 2.496 0.481 -0.495 0.129
H -0.619 -3.229 -0.358 0.278 0.314 0.725
H 0.805 2.210 -2.636 0.243 0.051 0.078
H -2.370 1.009 -2.190 0.175 0.098 0.045
H -1.036 2.402 1.621 0.817 0.285 -0.142
```
Forces are in eV/Å.

Output
ΔE to the lowest compared entry with this formula, charge and spin: 145.8 kJ/mol
frontier orbital gap: 4.81 eV
net charge: -2
2S+1: 1
energy: -2049.8534 Eh

---

# 3
Below is an isolated ion of composition C3H7OS and charge -1, with properties calculated with ωB97M-V/def2-TZVPD.

```
12
Properties=species:S:1:pos:R:3:forces:R:3
S -1.056 -2.046 1.120 0.222 -0.758 0.066
O 0.492 1.995 0.409 0.238 -0.151 -0.160
C -0.762 -0.457 0.349 0.194 1.111 0.145
C 0.566 -0.315 -0.359 0.099 -0.125 -1.039
C 0.838 1.202 -0.629 -0.317 0.681 0.761
H 1.921 1.262 -0.907 0.038 -0.082 -0.094
H -1.526 -0.235 -0.373 -0.616 -0.098 -0.395
H 0.536 -0.782 -1.358 0.055 -0.302 0.222
H 0.290 1.485 -1.570 -0.017 -0.250 -0.096
H -0.775 0.397 1.038 0.065 -0.270 0.296
H 1.402 -0.747 0.183 0.036 -0.071 0.388
H -1.926 -1.758 2.099 0.001 0.315 -0.095
```
Forces are in eV/Å.

Output
ΔE to the lowest compared entry with this formula, charge and spin: 150.6 kJ/mol
frontier orbital gap: 5.78 eV
net charge: -1
2S+1: 1
energy: -591.9109 Eh